# 1
The following is a DFT calculation (ωB97M-V/def2-TZVPD) of a cluster of 2 separate species, CClIOS in total at a distorted geometry.

```
5
Properties=species:S:1:pos:R:3:forces:R:3:lowdin_spin:R:1
C -1.848 0.733 -0.071 -1.2 0.2 0.4 0.02
O -2.866 1.006 0.343 1.0 -0.2 -0.4 0.00
S 1.414 -0.874 -0.918 -0.4 -2.0 -2.2 0.90
Cl 1.715 -2.124 0.530 0.2 -1.2 0.9 0.20
I 1.586 1.259 0.116 0.4 3.3 1.3 0.89
```
Forces are in eV/Å.

As for the LUMO energy (alpha / beta): 0.04 / -3.01 eV. The energy above the lowest of the compared OMol25 structures with the same formula, charge and spin comes out at 8.9 kcal/mol. The strongest force on any atom comes out at 0.0688 Eh/bohr. The value obtained for the orbital gap (alpha / beta) is 0.25247 / 0.25043 Ha. The multiplicity is 3. For the HOMO energy (alpha / beta), the calculation gives -0.25086 / -0.36115 Eh.

***

# 2
The following is a DFT calculation (ωB97M-V/def2-TZVPD) of a structure of composition CClN3O12Zr at a distorted geometry.

```
18
Properties=species:S:1:pos:R:3:forces:R:3:mulliken_charge:R:1
Zr -0.524 -0.142 -0.278 6.3 1.5 -1.2 2.04
C 2.774 -0.461 0.356 2.5 -1.6 0.6 0.54
O 3.606 0.388 0.019 -0.9 0.5 -0.2 -0.68
O 1.473 -0.327 -0.147 -4.9 0.5 -0.1 -0.24
O 2.971 -1.516 0.999 -0.8 0.7 0.0 -0.68
Cl -0.466 0.906 -2.478 -0.5 -0.5 1.0 -0.42
N 0.751 -3.350 -1.939 0.7 0.6 -0.1 0.89
O 0.007 -2.340 -1.688 -1.7 1.3 0.5 -0.66
O 0.877 -3.714 -3.104 -0.5 -0.1 -0.9 -0.62
O 1.369 -3.872 -1.048 0.3 -0.7 1.3 -0.59
N -3.233 0.792 0.893 0.0 0.6 -1.4 1.17
O -2.247 -0.086 0.951 0.0 -1.0 0.4 -0.68
O -3.153 1.601 -0.023 -0.1 -0.2 0.3 -0.55
O -4.151 0.710 1.668 0.2 -0.2 0.4 -0.62
N -0.018 2.888 1.455 1.1 0.1 0.8 0.80
O -0.991 3.498 1.863 -0.6 -0.1 -0.3 -0.60
O -0.176 1.782 0.812 -0.7 -1.4 -0.9 -0.56
O 1.130 3.242 1.690 -0.3 0.0 -0.3 -0.55
```
Forces are in eV/Å.

As for the LUMO energy: 4.33 eV. The strongest force on any atom comes out at 0.1273 Eh/bohr. The value obtained for the orbital gap is 0.22813 Ha. The multiplicity is 1. For the HOMO energy, the calculation gives -0.06894 Eh. As for the charge: -2.

***

# 3
The following is a DFT calculation (ωB97M-V/def2-TZVPD) of a cluster of 2 separate species, CClN3O6 in total at a distorted geometry.

```
11
Properties=species:S:1:pos:R:3:forces:R:3:mulliken_charge:R:1
C 0.484 -0.100 -0.318 -1.7 -1.0 -1.4 0.05
N -1.823 -0.315 0.021 3.9 0.2 -0.6 0.98
N 0.535 1.350 -0.367 0.1 0.1 0.1 0.97
N 1.071 -0.830 0.789 0.1 0.0 0.1 0.99
O -2.163 0.183 0.999 -1.5 0.5 1.3 -0.39
O 0.653 1.848 -1.462 0.1 0.3 -0.3 -0.57
O 1.447 -0.206 1.745 0.2 0.2 0.4 -0.53
O -2.107 -0.912 -0.922 -1.8 -0.6 -0.5 -0.42
O 0.369 1.933 0.676 -0.1 0.2 0.3 -0.49
O 1.111 -2.030 0.654 0.0 -0.5 0.0 -0.57
Cl 0.422 -0.920 -1.815 0.6 0.5 0.7 -0.03
```
Forces are in eV/Å.

As for the LUMO energy (alpha / beta): -2.96 / -2.21 eV. The energy above the lowest of the compared OMol25 structures with the same formula, charge and spin comes out at 10.4 kcal/mol. The strongest force on any atom comes out at 0.0779 Eh/bohr. The value obtained for the orbital gap (alpha / beta) is 0.27831 / 0.30624 Ha. The multiplicity is 1. For the HOMO energy (alpha / beta), the calculation gives -0.38708 / -0.38760 Eh.

***

# 4
The following is a DFT calculation (ωB97M-V/def2-TZVPD) of a cluster of 2 separate species, CClNO2P in total at a distorted geometry.

```
6
Properties=species:S:1:pos:R:3:forces:R:3:mulliken_charge:R:1
C -2.011 0.399 -0.363 0.7 -0.7 -1.0 -0.38
N -2.249 1.047 0.566 -0.3 0.7 0.9 -0.52
O 2.706 -1.174 -1.114 -1.5 0.7 -0.2 -0.46
O 1.484 -1.032 1.204 -0.6 0.6 -1.5 -0.42
P 1.815 -0.513 -0.138 2.5 0.3 2.1 0.92
Cl 2.256 1.540 -0.029 -0.8 -1.5 -0.4 -0.14
```
Forces are in eV/Å.

As for the LUMO energy (alpha / beta): 0.67 / 0.67 eV. The energy above the lowest of the compared OMol25 structures with the same formula, charge and spin comes out at 81.1 kcal/mol. The strongest force on any atom comes out at 0.0638 Eh/bohr. The value obtained for the orbital gap (alpha / beta) is 0.19821 / 0.19817 Ha. The multiplicity is 1. For the HOMO energy (alpha / beta), the calculation gives -0.17342 / -0.17339 Eh. As for the charge: -1.

***

# 5
The following is a DFT calculation (ωB97M-V/def2-TZVPD) of a structure of composition CClNa7O7 at a distorted geometry.

```
16
Properties=species:S:1:pos:R:3:forces:R:3:mulliken_charge:R:1
Na -2.891 -2.531 1.736 -0.1 -1.1 -0.3 1.06
Na -2.819 0.268 3.580 -0.2 0.8 0.5 1.00
Na 0.040 -1.149 3.010 1.4 0.1 -0.5 0.92
Na 1.702 -2.106 -0.801 1.0 1.0 -0.2 0.95
Na -1.706 -0.654 -3.230 0.4 -0.1 -0.5 1.00
Na -1.451 2.169 -0.851 1.3 0.7 -0.4 0.98
Na -3.897 0.221 0.038 -0.2 -0.1 -0.5 0.95
Cl 3.121 1.214 -0.899 2.8 -0.7 -1.2 1.72
O 3.763 1.373 0.368 -0.8 0.5 0.1 -0.59
O 2.928 2.414 -1.640 -0.1 0.2 0.4 -0.61
O 3.890 0.245 -1.665 -0.8 0.2 0.1 -0.66
O 1.797 0.608 -0.695 -2.0 -0.8 0.4 -0.75
C -1.079 -0.466 0.267 2.5 -2.5 -1.8 0.72
O -1.890 -0.554 1.292 -2.4 0.5 2.7 -1.10
O 0.102 -0.830 0.382 -1.3 -0.3 1.1 -0.67
O -1.610 -0.223 -0.892 -1.4 1.4 0.0 -0.92
```
Forces are in eV/Å.

As for the LUMO energy: -15.57 eV. The energy above the lowest of the compared OMol25 structures with the same formula, charge and spin comes out at 7.6 kcal/mol. The strongest force on any atom comes out at 0.0771 Eh/bohr. The value obtained for the orbital gap is 0.08452 Ha. The multiplicity is 1. For the HOMO energy, the calculation gives -0.65661 Eh. As for the charge: +4.

***

# 6
The following is a DFT calculation (ωB97M-V/def2-TZVPD) of a structure of composition CCoF3NNaO4S3 at a distorted geometry.

```
14
Properties=species:S:1:pos:R:3:forces:R:3:lowdin_spin:R:1
Na 1.480 -1.851 -0.372 -0.1 0.2 0.3 0.00
N 0.047 -0.494 0.827 1.9 0.2 -2.1 0.14
S -1.201 0.180 0.390 -1.9 3.8 3.9 0.02
O -1.138 0.988 -0.921 1.5 -0.2 -0.3 0.06
C -2.398 -1.156 -0.145 -0.2 0.8 0.6 0.00
F -3.365 -1.258 0.763 0.0 -0.4 -0.2 0.00
F -1.724 -2.314 -0.222 -0.2 -0.3 0.0 0.00
F -2.933 -0.918 -1.335 -0.2 -0.1 -0.1 0.00
Co 0.860 1.021 -0.852 -0.5 -0.7 1.3 2.68
S 3.670 1.049 1.381 -4.1 3.5 -3.0 0.41
O 2.267 1.962 1.355 3.1 -2.6 1.2 0.62
S 3.637 1.420 -0.946 0.6 -1.5 1.4 0.02
O 2.595 0.249 -1.363 -0.5 0.4 0.1 0.05
O -1.797 1.123 1.440 0.6 -3.1 -3.1 0.01
```
Forces are in eV/Å.

As for the LUMO energy (alpha / beta): -1.33 / -2.27 eV. The strongest force on any atom comes out at 0.1201 Eh/bohr. The value obtained for the orbital gap (alpha / beta) is 0.27260 / 0.23739 Ha. The multiplicity is 5. For the HOMO energy (alpha / beta), the calculation gives -0.32166 / -0.32067 Eh.

***

# 7
The following is a DFT calculation (ωB97M-V/def2-TZVPD) of a structure of composition CCsLiO2 at a distorted geometry.

```
5
Properties=species:S:1:pos:R:3:forces:R:3:mulliken_charge:R:1
O 0.262 -1.147 -0.991 -1.6 0.4 -0.4 -0.50
C -0.669 -0.331 -0.665 3.6 -0.6 2.2 -0.24
O -0.540 0.172 0.556 -1.0 0.5 -0.8 -0.59
Cs -0.396 3.103 -0.610 -0.1 -1.1 0.2 0.78
Li 1.342 -1.796 1.710 -0.9 0.8 -1.2 0.55
```
Forces are in eV/Å.

As for the LUMO energy (alpha / beta): -0.67 / -0.64 eV. The energy above the lowest of the compared OMol25 structures with the same formula, charge and spin comes out at 0.0 kcal/mol. The strongest force on any atom comes out at 0.0820 Eh/bohr. The value obtained for the orbital gap (alpha / beta) is 0.14846 / 0.13644 Ha. The multiplicity is 1. For the HOMO energy (alpha / beta), the calculation gives -0.17304 / -0.15991 Eh.

***

# 8
The following is a DFT calculation (ωB97M-V/def2-TZVPD) of a structure of composition CF2N2 at a distorted geometry.

```
5
Properties=species:S:1:pos:R:3:forces:R:3:mulliken_charge:R:1
C 0.193 0.561 0.198 0.7 -1.7 -1.1 0.39
N 0.246 1.470 0.858 0.5 2.7 1.9 -0.22
N -0.172 -0.396 -0.668 -4.4 -1.3 1.2 0.16
F 0.701 -1.300 -0.991 1.6 -0.7 0.2 -0.05
F -1.115 -1.171 0.395 1.7 1.1 -2.2 -0.27
```
Forces are in eV/Å.

As for the LUMO energy: -1.61 eV. The energy above the lowest of the compared OMol25 structures with the same formula, charge and spin comes out at 103.9 kcal/mol. The strongest force on any atom comes out at 0.0931 Eh/bohr. The value obtained for the orbital gap is 0.39785 Ha. The multiplicity is 1. For the HOMO energy, the calculation gives -0.45718 Eh.

***

# 9
The following is a DFT calculation (ωB97M-V/def2-TZVPD) of the molecule CF2N4 at a distorted geometry.

```
7
Properties=species:S:1:pos:R:3:forces:R:3:mulliken_charge:R:1
C -0.812 -0.356 0.043 3.3 -1.8 -0.7 0.45
N -1.211 0.849 -0.052 0.1 -2.0 0.4 -0.19
N -0.079 1.613 -0.037 -0.4 1.9 0.0 -0.21
N 0.982 0.950 0.018 2.8 1.1 -0.2 -0.24
N 0.768 -0.294 0.101 -5.3 -1.5 0.0 0.53
F -1.401 -1.538 -0.011 0.5 1.5 0.3 -0.18
F 1.753 -1.223 -0.064 -1.0 0.9 0.2 -0.16
```
Forces are in eV/Å.

As for the LUMO energy: 0.27 eV. The energy above the lowest of the compared OMol25 structures with the same formula, charge and spin comes out at 0.0 kcal/mol. The strongest force on any atom comes out at 0.1082 Eh/bohr. The value obtained for the orbital gap is 0.42052 Ha. The multiplicity is 1. For the HOMO energy, the calculation gives -0.41073 Eh.

***

# 10
The following is a DFT calculation (ωB97M-V/def2-TZVPD) of the ion CF2NO4S with charge -1 at a distorted geometry.

```
9
Properties=species:S:1:pos:R:3:forces:R:3:mulliken_charge:R:1
C 1.951 -0.129 -0.395 4.7 -1.2 -1.6 0.75
N -2.933 -0.212 -0.315 -1.9 0.3 0.0 -0.20
O 3.043 -0.210 -0.977 -2.5 0.3 1.4 -0.63
O 0.807 0.170 -0.986 -1.2 0.2 0.3 -0.29
O 1.678 -0.400 0.863 0.4 0.7 0.1 -0.42
O -0.143 1.444 0.927 -0.2 0.8 0.2 -0.48
F -2.874 -0.525 1.086 0.4 -0.2 0.1 -0.29
F -1.489 -0.229 -0.720 0.0 -0.1 -1.3 -0.22
S -0.040 0.091 0.516 0.4 -1.0 0.8 0.78
```
Forces are in eV/Å.

As for the LUMO energy: 3.80 eV. The energy above the lowest of the compared OMol25 structures with the same formula, charge and spin comes out at 53.5 kcal/mol. The strongest force on any atom comes out at 0.0986 Eh/bohr. The value obtained for the orbital gap is 0.27338 Ha. The multiplicity is 1. For the HOMO energy, the calculation gives -0.13379 Eh. As for the charge: -1.

***

Number 1 is which compound?
CClIOS